[1]
{"formula": "C3H3IN2O2", "method": "ωB97M-V/def2-TZVPD", "elements": ["C", "C", "C", "N", "N", "O", "O", "I", "H", "H", "H"], "xyz": [[1.836623, -0.137487, 0.117962], [0.172483, 1.287934, -0.003637], [-1.539544, -0.616394, -0.079466], [0.789525, -0.897890, 0.121566], [-0.263880, 0.003961, 0.105063], [-0.500920, 2.286065, -0.078976], [1.537052, 1.141285, 0.078949], [3.768178, -0.784242, 0.023135], [-2.347907, 0.259548, 0.025165], [-1.683921, -1.159833, -1.062082], [-1.767687, -1.382948, 0.752322]], "atomic_forces_ev_per_a": [[-1.38, -1.99, -0.09], [-2.07, -0.24, 0.34], [-3.38, 0.87, 0.78], [1.14, 0.53, 0.13], [0.72, -1.79, -0.34], [1.22, -0.26, -0.07], [0.82, 2.67, -0.21], [0.12, 0.05, 0.08], [1.72, -2.05, -0.39], [0.48, 0.88, 0.97], [0.61, 1.33, -1.20]], "nbo_charge": [0.302, 0.838, -0.425, -0.297, -0.295, -0.588, -0.463, 0.247, 0.239, 0.217, 0.224], "smiles": "Cn1nc(I)oc1=O", "e_lumo_ev": 0.130, "homo_energy_ev": -9.24}

=====

[2]
{"formula": "C30H43Cl3FeN5O3Si", "method": "ωB97M-V/def2-TZVPD", "elements": ["C", "C", "H", "H", "H", "C", "C", "H", "H", "H", "H", "Fe", "Cl", "Cl", "C", "O", "N", "C", "C", "H", "H", "H", "H", "H", "H", "H", "H", "H", "C", "C", "N", "H", "C", "O", "H", "H", "H", "H", "O", "C", "C", "C", "H", "C", "H", "C", "H", "C", "C", "H", "H", "H", "Si", "Cl", "C", "C", "C", "H", "H", "H", "H", "H", "H", "H", "H", "H", "N", "C", "C", "C", "C", "C", "C", "C", "N", "C", "C", "N", "C", "H", "H", "H", "H", "H", "H", "H"], "xyz": [[2.747494, -2.484432, -3.409929], [2.345356, -1.754898, -4.647321], [2.331741, -3.497422, -3.368106], [2.424505, -1.921315, -2.525036], [3.840875, -2.576938, -3.365578], [2.232844, -2.356313, -5.848440], [2.353912, -3.816854, -6.094595], [2.111515, -1.732888, -6.730591], [1.811493, -4.438318, -5.369689], [3.402816, -4.132569, -6.068816], [1.987217, -4.052948, -7.100187], [1.421053, 0.181844, -0.621521], [3.464664, 0.640274, -0.998758], [0.684634, -1.300906, 0.823914], [-0.869550, 3.104690, 2.304810], [-1.851122, 2.655488, 2.897447], [-0.915859, 3.914344, 1.210257], [-2.189064, 4.290812, 0.646468], [0.284403, 4.318419, 0.485509], [0.181429, 2.879523, 2.592045], [-2.997819, 3.945540, 1.293085], [-2.328533, 3.864484, -0.354596], [-2.225518, 5.378886, 0.523869], [1.160001, 4.022123, 1.074948], [0.278337, 5.406534, 0.325787], [0.348402, 3.844361, -0.508483], [0.449285, -4.013262, 1.497723], [-1.381836, -3.325434, -0.145877], [-0.361490, -4.638892, 1.887432], [-2.187782, -3.590813, 0.546719], [-1.612976, -3.903214, 1.835523], [-0.155046, -4.901048, 2.930804], [-2.270718, -3.576780, 2.974524], [-3.245347, -2.825980, 3.054986], [-2.898497, -2.766438, 0.668122], [-1.824987, -4.052711, 3.871655], [-0.409123, -5.555575, 1.288268], [-2.717832, -4.469066, 0.147162], [1.176426, -0.162700, -3.356890], [2.093579, -0.263507, -4.438913], [0.636688, 0.100436, -6.479585], [1.715918, 0.525536, -5.705262], [0.160150, -0.851879, -6.248392], [0.141957, 0.904979, -7.519534], [3.019311, 0.136445, -3.998115], [2.445281, 1.655034, -6.119660], [-0.777420, 0.616905, -8.027121], [0.815754, 2.076349, -7.875169], [2.000380, 2.418175, -7.208241], [3.338361, 1.924738, -5.547352], [0.462268, 2.684700, -8.706482], [2.578905, 3.296973, -7.516427], [-0.522616, 0.063143, -3.254671], [-0.967189, -2.005715, -3.236559], [-2.027538, 0.057315, -4.520602], [-0.367415, 1.896467, -4.058737], [-0.639989, 0.903609, -1.512136], [-2.222531, 0.998771, -5.056616], [-2.949831, -0.190019, -3.978288], [-1.855987, -0.683939, -5.313248], [-1.350038, 0.386533, -0.854509], [-1.125122, 1.859162, -1.765416], [0.158164, 1.385945, -0.863879], [-0.322404, 1.911066, -5.146883], [0.525049, 2.412605, -3.706817], [-1.260340, 2.451271, -3.754786], [0.776594, 1.146430, 12.961190], [0.494688, 1.018115, 11.834226], [0.180288, 0.855828, 10.444454], [-1.151296, 0.822716, 10.011585], [-1.456897, 0.613188, 8.656274], [-0.403682, 0.412660, 7.752874], [0.936194, 0.474200, 8.169314], [1.222348, 0.684992, 9.525666], [-0.679441, 0.074819, 6.422125], [-1.941082, -0.043080, 5.830780], [-1.707781, -0.471746, 4.534557], [-0.360025, -0.552982, 4.309759], [0.250668, -0.216598, 5.427240], [-1.958054, 0.959696, 10.727561], [-2.502054, 0.607644, 8.329448], [1.760072, 0.364692, 7.465948], [2.249151, 0.697586, 9.867855], [-2.852052, 0.133693, 6.356047], [-2.464031, -0.680772, 3.778086], [1.307760, -0.171810, 5.641732]], "atomic_forces_ev_per_a": [[-0.07, -0.12, 0.48], [-0.22, -0.22, -1.42], [0.01, 0.20, 0.03], [0.10, -0.37, -0.21], [-0.09, 0.02, -0.03], [0.28, 0.86, 0.86], [0.24, -0.54, -0.27], [-0.17, -0.16, 0.17], [0.06, 0.23, -0.11], [0.00, -0.09, 0.04], [-0.02, -0.08, 0.21], [-0.43, -1.30, -0.67], [0.98, 0.48, -0.07], [0.00, 0.03, 0.09], [-0.69, -0.43, 0.16], [1.23, 0.66, -0.60], [0.15, -0.22, 0.05], [-0.20, 0.17, -0.33], [-0.19, -0.17, 0.13], [-0.37, -0.03, 0.09], [0.21, 0.09, -0.05], [0.07, -0.10, 0.12], [-0.10, -0.05, 0.14], [-0.12, 0.17, -0.21], [0.09, -0.24, 0.16], [-0.09, 0.05, 0.30], [-0.08, -0.10, 0.11], [-0.27, 0.15, 0.05], [-0.12, 0.10, -0.03], [0.09, 0.10, -0.27], [-0.29, -0.23, 0.75], [0.06, 0.03, -0.23], [-0.31, 0.68, -0.20], [0.66, -0.95, -0.14], [0.27, -0.18, -0.13], [-0.01, 0.22, -0.13], [-0.09, 0.07, 0.08], [0.07, 0.17, 0.04], [-0.18, -0.10, 0.33], [0.42, -0.25, 0.25], [-0.36, 0.50, -0.38], [0.42, -0.27, 0.04], [-0.08, 0.43, 0.09], [0.43, -0.20, 0.33], [0.01, 0.23, -0.39], [-0.56, -0.29, 0.18], [0.25, 0.02, 0.01], [0.38, -0.29, 0.17], [0.08, -0.08, 0.21], [-0.31, 0.07, -0.25], [0.02, -0.07, 0.23], [-0.29, -0.33, 0.10], [0.30, 3.48, -3.05], [0.43, -2.00, 1.40], [-1.03, 0.16, -0.07], [0.91, 0.29, 0.50], [-1.37, -0.18, 0.55], [0.11, -0.16, 0.36], [-0.05, -0.33, -0.26], [-0.17, -0.10, 0.44], [0.36, 0.08, 0.29], [0.03, -0.35, -0.07], [-0.49, 0.05, -0.35], [-0.13, 0.08, 0.13], [0.26, 0.51, 0.22], [-0.03, 0.16, -0.01], [-0.56, -0.24, -2.12], [0.52, 0.30, 2.16], [-0.12, -0.20, -0.28], [-0.11, 0.00, -0.76], [0.41, 0.17, 0.88], [0.08, -0.22, -0.19], [-0.05, 0.25, 1.11], [-0.42, -0.09, -0.86], [-0.20, 0.32, -0.64], [1.00, -0.76, -1.06], [-0.47, 0.81, 1.24], [1.01, 0.07, 0.43], [-1.59, -0.23, -0.13], [0.18, -0.02, -0.11], [0.59, -0.07, 0.17], [-0.33, -0.03, 0.28], [-0.04, 0.05, -0.02], [-0.20, 0.05, 0.13], [0.50, 0.01, 0.24], [-0.14, -0.14, -0.42]], "mulliken_charge": [-1.135, 0.567, 0.380, -0.107, 0.271, 0.073, -1.581, 0.502, 0.309, 0.318, 0.378, -0.048, -0.573, -0.304, 0.282, -0.638, 0.130, -0.858, -0.755, 0.230, 0.287, 0.240, 0.300, 0.262, 0.304, 0.233, 0.231, 0.394, -0.780, -0.993, 0.276, 0.268, 0.162, -0.636, 0.253, 0.254, 0.306, 0.285, 0.401, -0.279, -0.057, 0.069, 0.668, -1.143, 0.358, -0.293, 0.351, -0.457, -0.607, 0.354, 0.379, 0.354, 1.132, -0.482, -1.532, -2.037, -1.086, 0.365, 0.388, 0.296, 0.628, -0.144, 0.915, 0.502, 0.255, 0.631, -0.528, 0.097, 0.358, -0.977, -0.462, 1.945, -0.534, -1.039, 0.272, -0.162, -0.847, -0.297, -0.238, 0.406, 0.275, 0.235, 0.423, 0.318, 0.461, 0.279], "multiplicity": 5, "total_charge": -1, "s2": 6.014, "e_lumo_ev": [1.544, 1.544], "homo_energy_ev": [-4.53, -4.53]}

=====

[3]
{"formula": "C2HN2O3", "method": "ωB97M-V/def2-TZVPD", "elements": ["C", "C", "N", "N", "O", "O", "O", "H"], "xyz": [[-0.726552, -0.903131, -1.676642], [0.584324, -1.676755, 0.335975], [-1.778844, -0.904929, -2.153342], [0.134966, 0.442764, 1.336373], [0.373094, -1.070589, -1.096550], [0.898061, -2.845563, 0.377152], [0.587874, -0.838725, 1.270167], [0.108378, 0.809885, 0.361133]], "atomic_forces_ev_per_a": [[-0.99, -0.87, 0.74], [0.43, -1.26, 0.00], [-0.28, 0.44, -0.56], [-1.14, 3.59, -0.31], [1.61, 0.27, 0.97], [-0.41, 0.84, -0.68], [0.63, -2.46, -0.69], [0.15, -0.54, 0.52]], "nbo_charge": [0.585, 0.963, -0.519, -0.745, -0.583, -0.631, -0.324, 0.254], "total_charge": -1, "smiles": "N#COC(=O)O[NH-]", "e_lumo_ev": 3.944, "homo_energy_ev": -2.72}

=====

In the order shown, the computed E_tot values come out to -673.77599; -4602.36437; -411.96238 Ha.